1.
This record from OMol25 describes an isolated molecule of C5H7NO. The level of theory is ωB97M-V/def2-TZVPD.

CARTESIAN COORDINATES (ANGSTROEM)
1 H 3.058 -0.711 -1.197
2 N 2.077 -0.520 -1.004
3 C 1.887 -0.019 0.151
4 C 0.496 0.160 0.641
5 C -0.254 -1.063 0.186
6 O -0.306 -2.254 0.271
7 C -0.630 0.190 -0.443
8 C -1.995 0.662 0.016
9 H 2.681 0.222 0.868
10 H 0.307 0.692 1.571
11 H -0.298 0.431 -1.454
12 H -2.086 1.752 0.041
13 H -2.191 0.271 1.021
14 H -2.764 0.244 -0.641

Properties
* SMILES: [H]/N=C/[C@@H]1C(=O)[C@H]1C
* electronic energy: -8833.7879 eV
* F_max: 0.751 eV Å⁻¹
* relative energy (zero: lowest compared OMol25 entry of this formula, charge and spin): 55.69 kcal per mole
* E_LUMO: 0.918 eV
* 2S+1: 1

Atomic partial charges in e from the Mulliken method, atoms 1 to 6: number 1, H, carries 0.2329; number 2, N, carries -0.5763; number 3, C, carries -0.2635; number 4, C, carries -0.3764; number 5, C, carries 0.5326; number 6, O, carries -0.5390

2.
This record from OMol25 describes a cluster of 3 separate species, C4H8O2 in total. The level of theory is ωB97M-V/def2-TZVPD.

CARTESIAN COORDINATES (ANGSTROEM)
1 C -1.561 -1.168 0.015
2 C -2.029 0.028 -0.324
3 H -1.678 -1.573 1.017
4 H -1.026 -1.796 -0.692
5 H -1.891 0.435 -1.322
6 H -2.559 0.658 0.387
7 C 0.771 1.816 0.365
8 O 0.602 1.660 -0.820
9 H 0.347 1.122 1.115
10 H 1.376 2.657 0.753
11 C 1.916 -0.954 -0.135
12 O 1.384 -1.651 0.692
13 H 2.789 -0.316 0.116
14 H 1.567 -0.894 -1.182

Properties
* SMILES: C=C.C=O.C=O
* electronic energy: -8369.8958 eV
* F_max: 0.560 eV Å⁻¹
* relative energy (zero: lowest compared OMol25 entry of this formula, charge and spin): 78.08 kcal per mole
* E_LUMO: 0.571 eV
* 2S+1: 1

Atomic partial charges in e from the Mulliken method, atoms 1 to 6: number 1, C, carries -0.4540; number 2, C, carries -0.5082; number 3, H, carries 0.2362; number 4, H, carries 0.2262; number 5, H, carries 0.2115; number 6, H, carries 0.2831

3.
This record from OMol25 describes a structure of composition C13H30EuFOP in a non-equilibrium geometry. The level of theory is ωB97M-V/def2-TZVPD.

CARTESIAN COORDINATES (ANGSTROEM)
1 C -3.274 4.201 -2.570
2 O -4.359 3.273 -2.983
3 C -4.911 2.556 -1.799
4 C -3.839 1.417 -1.242
5 C -3.286 0.463 -2.459
6 C -3.202 -1.075 -1.846
7 C -1.764 -1.258 -1.081
8 C -1.820 -1.099 0.552
9 C -0.390 -1.745 1.121
10 C 0.088 -1.116 2.557
11 C 1.216 0.069 2.458
12 P 2.899 -0.534 1.685
13 C 4.557 -0.952 0.808
14 C 5.898 -0.626 1.694
15 C 7.099 -1.776 1.523
16 F 7.634 -2.191 2.869
17 H -2.891 4.034 -1.478
18 H -2.366 4.074 -3.334
19 H -3.645 5.311 -2.668
20 H -5.147 3.304 -0.927
21 H -5.847 1.953 -2.182
22 H -2.924 1.969 -0.722
23 H -4.403 0.705 -0.485
24 H -2.225 0.819 -2.858
25 H -4.016 0.442 -3.382
26 H -4.141 -1.391 -1.223
27 H -3.162 -1.788 -2.803
28 H -1.000 -0.466 -1.481
29 H -1.411 -2.375 -1.299
30 H -1.919 0.002 0.939
31 H -2.728 -1.723 0.958
32 H -0.553 -2.903 1.214
33 H 0.408 -1.515 0.293
34 H 0.591 -2.005 3.168
35 H -0.819 -0.757 3.230
36 H 0.789 1.011 1.878
37 H 1.500 0.351 3.583
38 H 2.372 -1.871 1.487
39 H 3.563 -0.223 2.942
40 H 2.681 0.474 0.642
41 H 4.607 -2.089 0.480
42 H 4.612 -0.309 -0.178
43 H 6.369 0.388 1.296
44 H 5.722 -0.520 2.846
45 H 6.689 -2.744 0.979
46 H 7.995 -1.333 0.871
47 Eu -1.247 -0.432 -3.072

Properties
* total charge: +3
* electronic energy: -47304.3781 eV
* F_max: 13.677 eV Å⁻¹
* E_LUMO (alpha / beta): -11.041 / -12.169 eV
* 2S+1: 7

Atomic partial charges in e from the Mulliken method, atoms 1 to 6: number 1, C, carries -0.5989; number 2, O, carries -0.3514; number 3, C, carries -0.5739; number 4, C, carries -0.4671; number 5, C, carries 0.0081; number 6, C, carries -0.7709

4.
This record from OMol25 describes a structure of composition C45H51MgN2O3Te. The level of theory is ωB97M-V/def2-TZVPD.

CARTESIAN COORDINATES (ANGSTROEM)
1 Mg 0.296 1.089 0.022
2 C 4.308 4.569 0.757
3 C 3.564 3.498 1.551
4 C 3.486 3.882 3.032
5 C 4.180 2.117 1.386
6 C 5.438 1.884 1.926
7 C 5.977 0.609 1.977
8 C 5.218 -0.447 1.502
9 C 3.967 -0.259 0.920
10 C 3.209 -1.497 0.473
11 C 2.900 -1.577 -1.020
12 C 1.964 -1.716 1.336
13 C 3.450 1.050 0.808
14 N 2.232 1.293 0.176
15 C 2.256 2.310 -0.791
16 C 1.203 3.124 -1.051
17 N 0.035 3.036 -0.281
18 C -0.954 3.974 -0.116
19 C -1.699 3.869 1.106
20 C -2.742 4.731 1.383
21 C -3.114 5.739 0.502
22 C -2.403 5.852 -0.673
23 C -1.344 5.011 -1.014
24 C -0.721 5.285 -2.376
25 C 0.602 6.066 -2.281
26 C -0.739 4.065 -3.310
27 C -1.285 2.894 2.196
28 C -2.439 2.303 2.994
29 C -0.254 3.561 3.114
30 H 3.836 5.545 0.894
31 H 4.305 4.338 -0.309
32 H 5.348 4.649 1.085
33 H 2.541 3.453 1.179
34 H 4.480 3.994 3.472
35 H 2.951 3.124 3.606
36 H 2.958 4.832 3.149
37 H 5.992 2.717 2.347
38 H 6.958 0.435 2.402
39 H 5.610 -1.458 1.564
40 H 3.879 -2.337 0.691
41 H 2.275 -0.747 -1.347
42 H 2.381 -2.514 -1.242
43 H 3.822 -1.553 -1.606
44 H 1.208 -0.947 1.176
45 H 2.229 -1.709 2.396
46 H 1.495 -2.676 1.105
47 H 3.137 2.384 -1.430
48 H 1.317 3.771 -1.906
49 H -3.278 4.627 2.319
50 H -3.934 6.408 0.728
51 H -2.679 6.626 -1.384
52 H -1.403 6.001 -2.846
53 H 1.319 5.639 -1.582
54 H 0.390 7.079 -1.933
55 H 1.080 6.142 -3.262
56 H -0.522 3.133 -2.795
57 H -0.019 4.176 -4.125
58 H -1.732 3.964 -3.751
59 H -0.777 2.051 1.734
60 H -2.909 3.052 3.637
61 H -2.066 1.508 3.645
62 H -3.194 1.873 2.336
63 H -0.708 4.415 3.623
64 H 0.597 3.921 2.534
65 H 0.116 2.863 3.870
66 O -1.038 -2.274 -2.533
67 C -2.347 -2.030 -2.291
68 C -3.294 -2.742 -3.029
69 C -4.639 -2.543 -2.795
70 C -5.070 -1.634 -1.830
71 C -4.130 -0.931 -1.104
72 C -2.765 -1.116 -1.318
73 C -1.795 -0.332 -0.499
74 O -2.159 0.453 0.373
75 O -0.530 -0.497 -0.753
76 H -0.532 -1.649 -1.955
77 H -2.947 -3.453 -3.767
78 H -5.363 -3.105 -3.372
79 H -6.126 -1.480 -1.653
80 H -4.421 -0.215 -0.347
81 Te -0.802 -4.393 -0.068
82 C -1.750 -5.379 -1.661
83 C -3.063 -5.822 -1.532
84 C -3.704 -6.424 -2.603
85 C -3.046 -6.566 -3.818
86 C -1.741 -6.116 -3.954
87 C -1.090 -5.529 -2.875
88 C -0.789 -6.065 1.220
89 C -0.745 -7.371 0.743
90 C -0.707 -8.439 1.630
91 C -0.692 -8.214 2.998
92 C -0.725 -6.912 3.478
93 C -0.782 -5.843 2.595
94 H -3.589 -5.680 -0.596
95 H -4.727 -6.765 -2.496
96 H -3.552 -7.025 -4.659
97 H -1.225 -6.219 -4.900
98 H -0.077 -5.165 -2.984
99 H -0.744 -7.560 -0.324
100 H -0.681 -9.451 1.245
101 H -0.658 -9.048 3.687
102 H -0.717 -6.726 4.544
103 H -0.832 -4.833 2.984

Properties
* total charge: -1
* electronic energy: -69358.5066 eV
* F_max: 0.588 eV Å⁻¹
* relative energy (zero: lowest compared OMol25 entry of this formula, charge and spin): 0.00 kcal per mole
* E_LUMO: 2.071 eV
* 2S+1: 1

Atomic partial charges in e from the Mulliken method, atoms 1 to 6: number 1, Mg, carries -0.2834; number 2, C, carries -1.6461; number 3, C, carries 2.2544; number 4, C, carries -1.5526; number 5, C, carries 0.1608; number 6, C, carries -0.1423

> What is the formula in the fourth record?

C45H51MgN2O3Te

Please write out number 2 again, unchanged.
This record from OMol25 describes a cluster of 3 separate species, C4H8O2 in total. The level of theory is ωB97M-V/def2-TZVPD.

CARTESIAN COORDINATES (ANGSTROEM)
1 C -1.561 -1.168 0.015
2 C -2.029 0.028 -0.324
3 H -1.678 -1.573 1.017
4 H -1.026 -1.796 -0.692
5 H -1.891 0.435 -1.322
6 H -2.559 0.658 0.387
7 C 0.771 1.816 0.365
8 O 0.602 1.660 -0.820
9 H 0.347 1.122 1.115
10 H 1.376 2.657 0.753
11 C 1.916 -0.954 -0.135
12 O 1.384 -1.651 0.692
13 H 2.789 -0.316 0.116
14 H 1.567 -0.894 -1.182

Properties
* SMILES: C=C.C=O.C=O
* electronic energy: -8369.8958 eV
* F_max: 0.560 eV Å⁻¹
* relative energy (zero: lowest compared OMol25 entry of this formula, charge and spin): 78.08 kcal per mole
* E_LUMO: 0.571 eV
* 2S+1: 1

Atomic partial charges in e from the Mulliken method, atoms 1 to 6: number 1, C, carries -0.4540; number 2, C, carries -0.5082; number 3, H, carries 0.2362; number 4, H, carries 0.2262; number 5, H, carries 0.2115; number 6, H, carries 0.2831

What did the third record say?
This record from OMol25 describes a structure of composition C13H30EuFOP in a non-equilibrium geometry. The level of theory is ωB97M-V/def2-TZVPD.

CARTESIAN COORDINATES (ANGSTROEM)
1 C -3.274 4.201 -2.570
2 O -4.359 3.273 -2.983
3 C -4.911 2.556 -1.799
4 C -3.839 1.417 -1.242
5 C -3.286 0.463 -2.459
6 C -3.202 -1.075 -1.846
7 C -1.764 -1.258 -1.081
8 C -1.820 -1.099 0.552
9 C -0.390 -1.745 1.121
10 C 0.088 -1.116 2.557
11 C 1.216 0.069 2.458
12 P 2.899 -0.534 1.685
13 C 4.557 -0.952 0.808
14 C 5.898 -0.626 1.694
15 C 7.099 -1.776 1.523
16 F 7.634 -2.191 2.869
17 H -2.891 4.034 -1.478
18 H -2.366 4.074 -3.334
19 H -3.645 5.311 -2.668
20 H -5.147 3.304 -0.927
21 H -5.847 1.953 -2.182
22 H -2.924 1.969 -0.722
23 H -4.403 0.705 -0.485
24 H -2.225 0.819 -2.858
25 H -4.016 0.442 -3.382
26 H -4.141 -1.391 -1.223
27 H -3.162 -1.788 -2.803
28 H -1.000 -0.466 -1.481
29 H -1.411 -2.375 -1.299
30 H -1.919 0.002 0.939
31 H -2.728 -1.723 0.958
32 H -0.553 -2.903 1.214
33 H 0.408 -1.515 0.293
34 H 0.591 -2.005 3.168
35 H -0.819 -0.757 3.230
36 H 0.789 1.011 1.878
37 H 1.500 0.351 3.583
38 H 2.372 -1.871 1.487
39 H 3.563 -0.223 2.942
40 H 2.681 0.474 0.642
41 H 4.607 -2.089 0.480
42 H 4.612 -0.309 -0.178
43 H 6.369 0.388 1.296
44 H 5.722 -0.520 2.846
45 H 6.689 -2.744 0.979
46 H 7.995 -1.333 0.871
47 Eu -1.247 -0.432 -3.072

Properties
* total charge: +3
* electronic energy: -47304.3781 eV
* F_max: 13.677 eV Å⁻¹
* E_LUMO (alpha / beta): -11.041 / -12.169 eV
* 2S+1: 7

Atomic partial charges in e from the Mulliken method, atoms 1 to 6: number 1, C, carries -0.5989; number 2, O, carries -0.3514; number 3, C, carries -0.5739; number 4, C, carries -0.4671; number 5, C, carries 0.0081; number 6, C, carries -0.7709

> Which value of electronic energy does entry 1 give?

-8833.7879 eV